## A
This record from the OMol25 dataset describes a cluster of 2 separate species, FHIOP in total. The level of theory is ωB97M-V/def2-TZVPD.

Results
* HOMO-LUMO gap (spin up / spin down): 6.64 / 5.85 eV
* highest occupied orbital energy (spin up / spin down): -9.46 / -8.66 eV

CARTESIAN COORDINATES (ANGSTROEM)
F (1.1798, 2.0613, 0.1645)
O (1.0573, 1.1123, -0.6981)
H (0.5462, -1.5505, -0.1932)
P (-0.3126, -0.8536, 0.8847)
I (-2.4707, -0.7694, -0.1579)

## B
This record from the OMol25 dataset describes the molecule FHIOP. The level of theory is ωB97M-V/def2-TZVPD.

Results
* SMILES: FOPI
* HOMO-LUMO gap (spin up / spin down): 8.10 / 8.10 eV
* highest occupied orbital energy (spin up / spin down): -9.49 / -9.49 eV

CARTESIAN COORDINATES (ANGSTROEM)
H (-0.8774, 0.8092, 1.1242)
F (-0.3230, -0.8016, -2.0052)
I (1.8174, -0.1159, 1.4276)
P (-0.3589, -0.2316, 0.4593)
O (-0.2581, 0.3398, -1.0059)

Most stable structure, least stable structure: B, A.

## A
This record from the OMol25 dataset describes a cluster of 3 separate species, CH9NO2 in total. The level of theory is ωB97M-V/def2-TZVPD.

Results
* SMILES: CN.O.O
* HOMO-LUMO gap: 9.28 eV
* highest occupied orbital energy: -8.73 eV

CARTESIAN COORDINATES (ANGSTROEM)
H (-0.4022, -0.8987, -1.3089)
H (-1.6898, -0.2170, 0.7179)
O (3.4241, 3.3401, 0.2630)
C (-1.4425, -0.5018, -1.3081)
H (1.1433, -2.7845, 1.9419)
H (-0.2443, -2.9566, 1.2830)
H (-1.5469, 0.2139, -2.2794)
O (0.4362, -2.4191, 1.5124)
H (2.8486, 3.5289, 0.9650)
H (2.8585, 2.5358, -0.2019)
N (-1.7859, 0.2577, -0.1347)
H (-1.5095, 1.2720, -0.1302)
H (-2.0898, -1.3708, -1.3200)

## B
This record from the OMol25 dataset describes a structure of composition CH9NO2. The level of theory is ωB97M-V/def2-TZVPD.

Results
* HOMO-LUMO gap: 10.34 eV
* highest occupied orbital energy: -9.74 eV

CARTESIAN COORDINATES (ANGSTROEM)
H (-0.6757, 1.6506, 0.1127)
H (-2.0650, -0.3249, -0.1621)
H (-0.3900, -0.7608, -0.4099)
H (2.5458, -1.8031, 0.4324)
H (1.0093, -1.6445, 1.3275)
H (1.2840, -0.6786, -1.4279)
O (-1.2317, 0.0303, -0.5168)
C (1.6287, -1.2132, 0.5335)
H (-1.9007, 2.2535, 0.5354)
N (0.8461, -1.2440, -0.7059)
O (-0.9577, 2.3958, 0.6978)
H (0.7435, -2.1367, -1.1748)
H (1.7822, -0.1774, 0.8818)

## C
This record from the OMol25 dataset describes a cluster of 3 separate species, CH9NO2 in total. The level of theory is ωB97M-V/def2-TZVPD.

Results
* SMILES: CN.O.O
* HOMO-LUMO gap: 8.81 eV
* highest occupied orbital energy: -8.29 eV

CARTESIAN COORDINATES (ANGSTROEM)
H (2.9845, -1.7268, -0.6799)
H (2.4689, -0.7951, 0.7043)
H (0.3234, 2.1368, 1.9573)
N (2.2331, -1.4643, -0.0426)
C (0.9389, -2.1847, -0.1517)
H (0.5383, -2.1175, -1.2138)
H (0.2780, -1.9986, 0.6539)
H (-1.0703, 1.9285, 1.0316)
O (-0.0855, 1.7018, 1.0527)
H (-2.6513, 2.9101, -1.5374)
H (1.0892, -3.3126, -0.1664)
O (-3.4669, 2.8580, -0.9898)
H (-3.5804, 2.0643, -0.6180)

Most stable structure, least stable structure: B, C.

## A
This record from the OMol25 dataset describes a cluster of 27 separate species, C9H70NO27 in total. The level of theory is ωB97M-V/def2-TZVPD.

Results
* HOMO-LUMO gap: 3.39 eV
* charge: -1
* highest occupied orbital energy: -2.02 eV

CARTESIAN COORDINATES (ANGSTROEM)
H (-1.4413, -3.0173, -0.8055)
H (4.0460, 2.4975, 5.5303)
H (5.8328, -2.6996, 1.1743)
H (0.0023, 4.5177, 6.0591)
O (4.4160, 3.2990, 5.1604)
H (-4.3046, 2.1724, -6.3744)
H (0.9645, 0.0078, 2.4428)
H (-1.3239, -0.7566, 2.3251)
H (-4.2079, 6.5674, 0.9759)
H (7.5457, 0.1403, 3.9463)
O (3.6360, -2.5706, 5.8349)
H (4.9282, 3.6967, -2.8879)
H (3.6620, 3.8746, 5.0322)
H (0.7606, 2.1206, -1.6182)
H (-7.7742, -1.9601, 1.4906)
O (-5.6775, -0.0222, 5.5837)
O (4.8392, 3.9280, -3.8124)
H (2.1969, 9.1683, -1.5292)
H (-0.7094, 2.8680, 1.3371)
H (-4.6762, -5.6206, 3.3092)
H (0.2406, -2.8450, -1.2076)
H (1.9424, 0.8314, -0.3517)
H (7.2839, -3.1281, 1.1222)
H (5.0538, -6.7788, 3.2158)
H (-1.2596, 7.9802, -2.9098)
H (1.7795, -1.7028, 0.0714)
O (5.0617, -5.9809, 3.7445)
H (8.6078, -0.2074, 2.9252)
H (2.1063, -0.7975, -3.4546)
C (1.2795, 1.0031, 0.4964)
O (2.0824, 7.0302, 2.6027)
O (3.3066, -5.5728, -4.2843)
H (-5.5357, -1.6722, -1.2673)
H (-2.6613, -3.8305, -5.4116)
C (-0.2498, 1.0963, 0.0926)
O (-2.5987, -7.8896, 2.2534)
H (1.5422, -6.8313, 4.3048)
O (-0.7615, 6.2106, -6.6442)
H (-3.2138, 1.8834, -5.3651)
H (-3.2152, -7.2625, -3.2989)
H (3.8060, -3.2099, 5.1430)
H (-1.2088, 6.3130, -5.8042)
H (2.3055, 7.5046, 3.4036)
H (1.6258, 1.4792, -6.0972)
C (-0.4652, -2.7862, -0.3790)
H (1.2584, -2.2709, 1.5826)
O (-6.4893, -1.7389, -1.3172)
H (-2.3718, -1.7965, 1.4301)
O (0.9138, -7.4266, 4.7135)
C (1.1154, -1.4380, 0.8942)
H (-3.5416, 7.0392, -0.2990)
C (1.5550, -0.1582, 1.5417)
C (-0.1613, 2.1592, -1.0379)
O (1.6795, 2.3177, -6.5557)
H (-1.0787, 2.2413, -1.6209)
H (-2.0810, 1.8180, 1.0643)
H (-0.0091, 6.7997, -6.5888)
O (0.4812, 5.1228, 5.4928)
H (7.1329, -2.4301, -3.3635)
H (0.7122, -1.1489, -3.9289)
H (-0.1294, 3.1378, -0.5589)
H (6.4049, -1.6875, -2.2632)
C (-0.4306, -1.4913, 0.4302)
H (-5.1227, 1.7727, -2.3955)
H (-6.7544, -0.9910, -1.8526)
H (-2.9151, -8.5514, 2.8684)
O (1.5392, 8.5161, -1.2877)
H (1.4165, 6.3989, 2.8754)
H (-0.3409, -3.6734, 0.2418)
H (2.8490, -2.8945, 6.2729)
N (-0.7305, -0.2852, -0.3337)
O (-3.3558, 2.0760, -6.2920)
H (1.8219, 8.1959, -0.4311)
H (-8.3507, -1.0507, 2.5548)
O (-2.7428, -3.0066, -5.8920)
H (-1.0497, -2.5078, 2.3115)
H (0.1626, 5.9898, 5.7441)
O (-2.0564, 8.0049, -3.4396)
O (-1.9014, -0.3731, -1.1678)
H (-4.3474, -6.5570, -4.0147)
O (-3.3944, -6.6469, -4.0096)
H (-5.5166, -0.8043, 5.0559)
H (1.6731, 1.9350, 0.9021)
O (-4.3958, 6.8164, 0.0710)
H (-5.0717, -0.1011, 6.3206)
H (5.7843, -6.1075, 4.3594)
H (-2.9943, -2.3652, -5.2275)
H (2.7289, -4.8157, -4.1875)
O (-5.9938, 2.0006, -2.7202)
O (-5.3011, -5.2632, 3.9400)
O (6.5366, -1.6969, -3.2113)
H (5.7375, 3.9471, -4.1426)
H (-0.7311, 1.4334, 2.2741)
H (-5.9046, 2.8999, -3.0357)
O (-8.0306, -1.9415, 2.4126)
H (0.1127, -7.3188, 4.2008)
H (2.7297, -6.2794, -4.5742)
H (-2.2607, -8.3926, 1.5125)
C (-1.3259, -1.6492, 1.6994)
O (6.6762, -2.4704, 0.7839)
O (8.4733, -0.0810, 3.8644)
H (2.6031, -0.0480, 1.8197)
H (-1.9686, 8.7981, -3.9682)
O (1.6101, -1.0317, -4.2390)
H (-5.7826, -4.5970, 3.4496)
H (2.3711, 2.7969, -6.0994)
C (-1.0161, 1.8228, 1.2967)

## B
This record from the OMol25 dataset describes a cluster of 27 separate species, C9H70NO27 in total. The level of theory is ωB97M-V/def2-TZVPD.

Results
* HOMO-LUMO gap: 5.81 eV
* charge: -1
* highest occupied orbital energy: -3.90 eV

CARTESIAN COORDINATES (ANGSTROEM)
H (-3.2265, -2.2505, 3.7823)
H (0.9257, -1.6409, -5.2947)
O (-0.2286, 4.5611, 3.7313)
O (-0.5921, -0.6616, 5.6937)
O (1.3075, 1.6861, -5.5465)
H (1.9430, 2.1597, -2.2765)
H (-0.7739, 0.3084, 5.6945)
H (-1.8140, 2.9096, -1.1216)
O (-1.6315, 0.9146, -1.2084)
H (3.4507, -0.5371, -4.9635)
O (0.7032, 4.5518, -3.7088)
H (-1.6613, 1.3468, -4.9344)
C (0.6645, -0.0466, -2.7236)
C (0.6317, -0.6742, 1.3318)
H (2.9055, 0.3712, -0.8949)
O (6.4199, -1.5268, 1.5527)
H (6.8291, -2.3770, 1.7347)
H (-3.6757, -0.9449, -1.0208)
H (-3.2706, -4.8461, 2.0580)
O (0.1116, -1.9051, -5.7476)
C (-0.5495, 0.1854, 0.7974)
H (-5.7348, 1.2355, 0.7526)
H (2.7830, -0.7756, 1.2590)
O (4.4914, -1.7174, 3.5826)
H (1.4458, 0.2281, -3.4380)
H (-1.8834, 1.8845, 4.6746)
H (1.5114, 4.3067, -3.2343)
O (-2.8842, -1.9071, 4.6193)
O (-5.0557, -2.2396, 1.6121)
O (-1.5318, 1.8543, 5.5840)
H (3.7877, 5.1339, -1.2924)
H (-1.7485, 2.7147, 5.9556)
H (5.5753, -1.5506, 2.0501)
H (2.1631, -1.1974, -1.0271)
H (3.6547, 2.8232, 0.8937)
H (-0.2167, 3.8178, 3.1141)
O (-3.6311, 1.8308, 3.5949)
O (0.0652, -4.1601, 2.3312)
H (-1.4732, 1.5555, -3.4327)
H (0.0387, 4.1776, 4.5740)
H (-0.0180, 4.2787, -3.1287)
H (3.7842, 3.6198, -1.4808)
H (-3.9602, 0.4792, -1.5019)
N (-0.4801, 0.3348, -0.6548)
O (-2.8312, -4.0075, 2.2335)
H (-2.5260, -1.8217, -3.1793)
H (-4.5274, 0.2799, 0.6294)
O (2.5177, -3.9514, -0.0728)
H (0.3125, -3.7060, 1.5130)
C (1.9748, -0.1761, -0.7086)
H (4.4535, -2.0678, -2.8255)
H (-3.3092, -3.3613, 1.6906)
O (3.6496, 4.4518, -1.9576)
H (4.3497, -2.5504, 4.0457)
C (-0.5518, 1.5423, 1.5162)
H (1.0443, -0.6053, 5.2494)
H (3.6056, -1.3404, 3.4818)
O (4.5567, 2.8878, 0.5533)
H (-1.6607, -1.0552, -2.1442)
O (-2.2138, 3.7722, -0.8604)
H (-1.0555, 1.4525, 2.4825)
O (-2.1342, -1.8971, -2.2812)
H (0.6661, -1.1413, -2.8125)
H (-2.9112, -0.8779, -5.6615)
C (1.9643, -0.1844, 0.8368)
H (0.2117, -2.4324, -0.7856)
H (-3.6988, 1.4798, 2.6864)
O (-1.6392, 2.0369, -4.2650)
H (-4.1551, 2.6382, 3.5773)
H (-3.5138, -1.2195, 4.8785)
O (4.1236, -2.4029, -1.9860)
H (0.4643, 1.9252, 1.6004)
H (2.0454, -1.6255, 4.6596)
H (-5.2028, -1.3627, 1.2258)
H (2.4052, 0.2529, -5.7636)
H (-1.3620, -1.0585, 5.2391)
O (-5.1032, 0.7472, 1.2895)
H (5.0351, 2.1795, 1.0014)
H (-1.8184, -1.7194, -5.0047)
H (-1.0945, -3.2142, -0.7506)
C (-1.7787, -0.6465, 1.1813)
H (-1.5801, 4.1595, -0.2483)
H (0.4260, 2.7017, -1.8248)
O (-2.7458, -1.4308, -4.8924)
O (-4.3949, -0.2982, -1.1156)
H (-2.7268, -0.1411, 1.3796)
H (1.6301, 2.4231, -0.5230)
H (3.0182, -3.3883, -0.6834)
H (2.1700, 0.8059, 1.2704)
C (0.7790, 0.5917, -1.3214)
H (0.3909, 1.7373, -5.8413)
H (0.3438, -1.8985, -6.6826)
H (-1.2010, 2.1857, 0.9129)
H (-1.9994, -1.4018, 0.4210)
H (4.6128, -1.9054, -1.3152)
O (1.9744, -0.6948, 4.8929)
H (0.4379, -1.5927, 0.7741)
H (1.6668, 2.5682, -5.7067)
H (1.6016, -3.8694, -0.3894)
O (-0.1362, -3.3333, -0.6928)
H (-1.6184, -1.2213, 2.0993)
H (-0.3015, 0.1851, -3.1781)
O (3.0293, -0.4993, -5.8278)
H (-0.9077, -4.1117, 2.3571)
H (-5.6816, -2.3007, 2.3415)
H (0.5483, -0.8509, 2.4013)
C (1.2207, 2.0485, -1.4619)

Most stable structure, least stable structure: B, A.

## A
This record from the OMol25 dataset describes a structure of composition H22NO14. The level of theory is ωB97M-V/def2-TZVPD.

Results
* HOMO-LUMO gap: 8.05 eV
* charge: -1
* highest occupied orbital energy: -5.69 eV

CARTESIAN COORDINATES (ANGSTROEM)
O (-2.4913, 0.9908, 1.2470)
H (-2.5159, -1.8659, -1.2804)
H (-2.8943, 0.7710, 2.0870)
O (-1.9871, 2.0076, -1.5253)
H (1.3573, 0.6993, -0.5878)
H (-1.2914, -1.0643, -0.8931)
H (2.4543, -0.2160, 1.6052)
H (2.1512, 1.9340, -0.9583)
H (1.5517, -0.0481, 2.8973)
H (0.0562, -0.4712, -2.5070)
O (1.1773, 1.7964, 1.8135)
H (1.0558, 0.5208, -1.9514)
O (2.9811, 0.0425, 0.8489)
H (0.9337, 2.6899, 1.5712)
O (2.0597, 1.0034, -1.1627)
H (-2.3718, 2.8811, -1.5984)
O (0.9509, -0.1517, -2.6244)
O (1.8238, -0.8126, 2.3896)
H (-1.5482, -1.2632, 1.4519)
H (1.0047, -1.1980, 2.0786)
O (-0.6500, -0.5580, 1.0896)
O (-1.2147, 0.1779, -1.9523)
H (1.6923, -1.7502, -0.7172)
O (1.2304, -0.7918, 0.1828)
H (0.8079, 1.2504, 1.1195)
H (2.3441, 0.1746, 0.1467)
H (-0.5532, 0.3823, -1.2912)
O (0.0014, 0.9510, -0.1797)
N (0.2285, -0.1581, 0.3692)
O (-1.5826, -1.9551, -1.0877)
H (1.1717, -2.8779, -1.5828)
O (-2.2651, -1.5489, 2.0182)
H (-1.4891, 2.0323, -0.7082)
O (1.9374, -2.6017, -1.0792)
H (-1.7608, 0.9628, -1.9959)
H (-2.6116, -2.3319, 1.5903)
H (-1.7443, 0.3965, 1.1765)

## B
This record from the OMol25 dataset describes a cluster of 12 separate species, H22NO14 in total. The level of theory is ωB97M-V/def2-TZVPD.

Results
* HOMO-LUMO gap: 9.66 eV
* charge: -1
* highest occupied orbital energy: -7.12 eV

CARTESIAN COORDINATES (ANGSTROEM)
O (2.2914, -2.0865, -1.7809)
H (1.2280, 4.4293, -3.3441)
H (0.8659, 3.0755, 2.5463)
H (-0.4966, -2.4736, -1.6424)
O (-2.5924, 1.1521, -0.1677)
O (-0.5282, -3.3193, -1.1480)
H (2.6102, -1.6521, 2.5108)
O (1.0896, -0.7453, 0.1056)
H (-3.1495, -0.8774, 2.2355)
H (1.4991, -1.6689, -1.2640)
H (-2.2399, 1.3856, -0.9578)
O (0.8398, 4.0972, -2.5343)
H (2.2953, 1.4413, -0.9684)
H (-2.1485, -1.3276, 1.1737)
O (-2.9890, -1.5763, 1.4877)
H (0.7725, -3.3584, 0.3630)
H (3.4397, 0.9717, -1.6134)
O (3.1095, 1.7370, -1.2347)
H (1.7017, -4.4502, 0.8245)
H (-1.9487, 0.6590, 0.4168)
O (-1.7855, 1.5441, -2.6874)
O (-3.3126, 0.6073, 3.1341)
O (0.3416, 3.0361, 1.7048)
H (-1.0973, 0.9502, -2.4074)
N (0.2549, 0.2239, 0.0851)
H (-2.5028, 1.0301, 2.7979)
H (2.8269, -1.5133, -2.4120)
O (2.0903, -0.9320, 2.7544)
H (-2.2902, 1.0870, -3.2468)
H (1.6071, -1.1310, 1.8964)
O (0.4022, 1.2179, -0.6937)
H (-1.4369, -3.7597, -0.9373)
H (0.5490, 2.1088, 1.3201)
H (-2.8678, 0.3308, 3.9855)
O (-0.4325, 0.3673, 1.1165)
O (1.1931, -3.6766, 1.1857)
H (0.8107, 3.0959, -2.6042)

## C
This record from the OMol25 dataset describes a cluster of 12 separate species, H22NO14 in total. The level of theory is ωB97M-V/def2-TZVPD.

Results
* HOMO-LUMO gap: 9.51 eV
* charge: -1
* highest occupied orbital energy: -7.09 eV

CARTESIAN COORDINATES (ANGSTROEM)
O (-3.4173, -1.1364, 0.5192)
H (-0.1633, 0.2476, 0.7882)
H (-2.8753, 0.7656, 0.5392)
O (1.2587, -1.4854, 0.2962)
H (2.1337, 2.7766, -0.3908)
H (3.0467, 0.5256, -1.3518)
H (3.4227, -0.9074, -1.4058)
N (0.2677, -1.3924, -0.4378)
H (0.2787, 0.9286, 2.0292)
O (-0.8253, 1.6986, -1.5828)
O (-2.2323, -2.2024, 3.1232)
H (2.3077, -0.2244, 1.2382)
H (-0.1873, 0.9766, -1.6128)
H (-0.3453, 2.3556, -1.0868)
O (0.1047, 1.0896, 1.1362)
H (-2.2253, 2.0736, -0.2118)
O (1.8637, 1.9276, -0.8108)
O (3.7007, -0.0924, -1.7058)
H (-1.4523, -2.0134, 2.6192)
H (-1.8853, -0.3444, -1.6468)
H (-3.8073, -1.2834, -0.3548)
H (1.1997, -0.5114, -3.4798)
O (2.8357, 0.4866, 1.5832)
H (1.4577, 1.4836, -0.0938)
O (-0.8313, -1.2404, 0.1192)
O (1.9777, -0.2024, -4.0028)
H (-2.9323, -2.0044, 2.5252)
H (-2.5053, -1.3964, 0.4382)
O (0.4087, -0.8284, -1.5718)
O (0.2777, -0.4034, 3.3382)
O (-2.6183, -0.4684, -2.2458)
H (0.6937, -0.8944, 2.6832)
O (-2.7893, 1.7346, 0.5112)
H (0.7957, -0.4434, 4.1092)
H (2.8997, 0.3666, 2.5012)
H (2.7667, -0.3424, -3.4368)
H (-2.6053, 0.3786, -2.6688)

Most stable structure, least stable structure: C, A.